Here is 2 unconnected molecules or ions with the total composition C3H2ClF2N from OMol25. Energies are from wB97M-V/def2-TZVPD.

Energy relative to the best compared isomer or geometry (same formula, charge and spin) (kcal/mol): 63.6
LUMO level (spin up / spin down) (eV): -3.306 / -3.315
HOMO-LUMO gap (spin up / spin down) (eV): 7.986 / 7.858

Last column: natural (NBO) charge in e.
Atoms and positions in Å:
C -1.024 -0.823 0.882  0.1800
C 0.922 0.539 -0.116  -0.0255
C -0.517 0.183 0.012  0.2119
N -1.440 -1.536 1.694  -0.1338
F 1.367 0.898 1.093  -0.3242
F -0.187 -1.429 -1.628  -0.6108
Cl -1.647 1.214 -0.680  0.2478
H 1.189 1.315 -0.782  0.2034
H 1.338 -0.360 -0.476  0.2512

---

Here is a single C4H5N3 molecule from OMol25. Energies are from wB97M-V/def2-TZVPD.

Energy relative to the best compared isomer or geometry (same formula, charge and spin) (kcal/mol): 227.7
LUMO level (spin up / spin down) (eV): -1.990 / -2.028
HOMO-LUMO gap (spin up / spin down) (eV): 7.357 / 7.284

Last column: natural (NBO) charge in e.
Atoms and positions in Å:
C -3.083 -1.102 -1.472  -0.0003
C -2.429 -0.516 -0.441  -0.3503
C 1.627 0.829 1.405  -0.0683
C 0.142 -0.449 -0.954  -0.4586
N 0.401 0.599 1.320  -0.2378
N -1.572 0.049 0.714  0.0140
N -0.337 0.226 0.331  0.0342
H 2.085 1.344 2.327  0.2038
H 2.418 0.819 0.558  0.1563
H 0.132 0.222 -1.718  0.2229
H 1.214 -0.862 -0.956  0.2237
H -0.598 -1.158 -1.114  0.2604

---

Here is 3 unconnected molecules or ions with the total composition C5H16NO2S from OMol25. Energies are from wB97M-V/def2-TZVPD.

Energy relative to the best compared isomer or geometry (same formula, charge and spin) (kcal/mol): 22.1
Charge: -1
LUMO level (eV): 3.238
HOMO-LUMO gap (eV): 6.029

Last column: natural (NBO) charge in e.
Atoms and positions in Å:
C 0.999 -0.880 -1.093  -0.4181
C 1.863 -0.987 0.194  -0.5348
S 3.534 -0.289 -0.032  -0.7123
C -0.463 -1.425 -0.815  -0.2288
N -1.141 -0.249 -0.137  -0.4674
C -2.354 0.215 -0.869  -0.4235
C -1.376 -0.392 1.296  -0.4243
H 1.496 -1.267 -2.019  0.1953
H 0.994 0.200 -1.259  0.2102
H 1.310 -0.372 0.897  0.1832
H 1.913 -2.025 0.476  0.1686
H -0.388 -2.291 -0.157  0.1815
H -1.012 -1.590 -1.730  0.1787
H -3.236 -0.240 -0.441  0.1638
H -2.267 0.144 -1.948  0.2045
H -2.530 1.247 -0.545  0.1884
H -1.171 0.532 1.842  0.2069
H -2.317 -0.802 1.668  0.1530
H -0.708 -1.176 1.651  0.2073
H -0.560 1.942 -0.848  0.4774
H 0.772 2.530 -0.469  0.4792
O 0.001 2.707 -1.005  -0.9581
H 2.239 1.487 0.977  0.4943
H 2.402 1.189 2.493  0.4731
O 1.998 1.792 1.874  -0.9983

---

Here is 6 unconnected molecules or ions with the total composition C13H17BF7N5O2S from OMol25. Energies are from wB97M-V/def2-TZVPD.

LUMO level (eV): -1.686
Structure (SMILES): BS(=O)(=O)C(F)(F)C(F)(F)C(F)(F)F.CC#N.CC#N.CC#N.CC#N.CC#N
HOMO-LUMO gap (eV): 9.462

Last column: natural (NBO) charge in e.
Atoms and positions in Å:
B -3.570 -1.768 -1.562  0.2351
S -2.153 -2.439 -2.616  1.8333
O -2.441 -1.892 -3.923  -0.9143
O -1.867 -3.831 -2.436  -0.8887
C -0.629 -1.514 -2.031  0.4066
F -0.720 -0.253 -2.463  -0.2962
F 0.420 -2.102 -2.610  -0.2909
C -0.497 -1.498 -0.482  0.5368
F -0.907 -2.674 0.019  -0.2930
F -1.333 -0.547 -0.022  -0.2965
C 0.918 -1.204 0.074  0.9283
F 1.787 -2.130 -0.298  -0.2856
F 1.331 -0.013 -0.363  -0.3007
F 0.859 -1.176 1.407  -0.3026
H -4.300 -2.537 -1.046  -0.0440
H -3.721 -0.602 -1.606  -0.0302
C 2.929 -0.780 4.016  -0.7275
C 3.351 -1.322 5.301  0.2923
N 3.679 -1.740 6.321  -0.3453
H 2.373 -1.531 3.460  0.2663
H 2.311 0.102 4.176  0.2640
H 3.801 -0.486 3.436  0.2451
C -3.680 1.097 -4.813  -0.7326
C -3.779 1.553 -3.433  0.3044
N -3.843 1.913 -2.343  -0.3615
H -4.428 0.331 -5.011  0.2608
H -3.853 1.928 -5.496  0.2642
H -2.693 0.673 -4.988  0.2655
C 6.373 -2.116 3.180  -0.7225
C 5.241 -2.897 2.696  0.2910
N 4.347 -3.517 2.326  -0.3372
H 7.181 -2.143 2.451  0.2562
H 6.076 -1.081 3.340  0.2490
H 6.726 -2.528 4.124  0.2644
C -2.785 5.126 -5.819  -0.7236
C -3.791 4.429 -6.612  0.2894
N -4.585 3.865 -7.223  -0.3365
H -1.848 5.178 -6.372  0.2560
H -3.124 6.135 -5.597  0.2587
H -2.619 4.595 -4.883  0.2588
C 0.246 1.340 6.574  -0.7230
C 1.214 2.020 5.722  0.2945
N 1.991 2.540 5.052  -0.3425
H -0.761 1.674 6.332  0.2558
H 0.314 0.263 6.423  0.2582
H 0.457 1.561 7.619  0.2603

---

Here is 2 unconnected molecules or ions with the total composition H6N2 from OMol25. Energies are from wB97M-V/def2-TZVPD.

Energy relative to the best compared isomer or geometry (same formula, charge and spin) (kcal/mol): 2.6
LUMO level (eV): 1.286
Structure (SMILES): N.N
HOMO-LUMO gap (eV): 11.435

Last column: natural (NBO) charge in e.
Atoms and positions in Å:
N -0.873 3.705 -1.869  -1.0699
H -0.396 3.774 -0.964  0.3569
H -1.453 2.861 -1.836  0.3566
H -1.513 4.504 -1.930  0.3564
N 0.952 -3.504 1.817  -1.0699
H 1.929 -3.716 2.045  0.3567
H 0.927 -3.245 0.826  0.3566
H 0.428 -4.380 1.909  0.3565

---

Here is 2 unconnected molecules or ions with the total composition C3H3ClOS from OMol25. Energies are from wB97M-V/def2-TZVPD.

Energy relative to the best compared isomer or geometry (same formula, charge and spin) (kcal/mol): 81.8
LUMO level (eV): -0.458
HOMO-LUMO gap (eV): 8.353

Last column: natural (NBO) charge in e.
Atoms and positions in Å:
C 1.117 -0.924 0.705  0.7346
C -1.898 0.535 -1.221  -0.3091
C 1.458 -0.696 1.925  -0.8139
O 0.900 -1.229 -0.361  -0.4466
S -1.336 1.657 -2.432  0.1044
Cl -2.181 -1.046 -1.767  0.0593
H -1.410 2.887 -1.807  0.1471
H 1.102 0.055 2.663  0.2692
H 2.248 -1.239 2.294  0.2552

---

Here is a molecular structure, C24H30N4O5 from OMol25. Energies are from wB97M-V/def2-TZVPD.

Energy relative to the best compared isomer or geometry (same formula, charge and spin) (kcal/mol): 540.2
LUMO level (eV): 0.383
HOMO-LUMO gap (eV): 8.010

Last column: natural (NBO) charge in e.
Atoms and positions in Å:
O 4.501 2.703 -2.240  -0.5671
C 4.787 1.748 -2.912  0.6813
N 4.500 0.338 -2.742  -0.5952
C 3.647 -0.167 -1.967  0.1781
C 2.879 0.588 -1.119  -0.2836
C 2.214 -0.030 -0.163  -0.2932
C 2.060 -1.298 -0.271  0.2810
C 2.588 -2.288 -1.342  -0.1778
C 3.500 -1.620 -2.188  -0.2195
H 3.972 -2.070 -2.867  0.1759
H 2.595 -3.421 -1.302  0.2432
O 1.200 -2.348 0.473  -0.5680
C -0.164 -1.569 0.927  0.3213
C -0.438 -2.166 2.355  -0.1098
C -1.737 -1.704 2.710  -0.2621
C -2.312 -0.616 2.117  0.1259
C -2.022 -0.108 0.855  -0.1439
C -0.721 -0.648 0.342  -0.3185
H -0.507 -0.526 -0.562  0.2195
H -2.437 0.470 0.367  0.1563
N -3.652 -0.240 2.474  -0.6081
C -4.097 -0.475 3.773  0.6806
O -3.842 -1.323 4.636  -0.5831
C -5.453 0.362 3.887  -0.3356
N -6.439 -0.276 4.896  -0.3926
C -7.798 0.461 4.970  -0.2871
C -8.585 0.168 6.084  -0.0240
H -9.502 0.254 6.214  0.1876
O -7.793 0.569 7.336  -0.5365
C -6.566 0.093 7.459  -0.0688
C -5.741 0.371 6.220  -0.2448
H -4.798 0.035 6.158  0.2116
H -5.693 1.573 6.252  0.1526
H -6.201 0.525 8.254  0.1868
H -6.543 -1.016 7.397  0.1515
H -8.463 -1.236 6.275  0.1224
H -8.329 -0.015 3.927  0.2195
H -7.618 1.721 5.043  0.1972
H -6.182 0.009 2.945  0.2099
H -5.183 1.336 3.756  0.1906
H -4.068 0.617 2.065  0.4044
H -1.758 -1.928 3.844  0.2653
H 0.182 -2.780 2.761  0.2052
H 1.674 0.548 0.589  0.2381
H 3.285 1.494 -0.953  0.2371
H 4.870 -0.125 -3.495  0.4132
C 5.821 2.075 -4.111  -0.2848
N 5.580 1.120 -5.147  -0.4933
C 4.474 1.120 -5.998  -0.2311
C 4.456 0.098 -7.019  -0.0737
O 5.390 -0.084 -7.837  -0.4736
C 6.560 -0.315 -7.101  -0.0959
C 6.686 0.763 -6.015  -0.2372
H 7.719 0.764 -5.441  0.2232
H 6.976 1.932 -6.525  0.1302
H 7.523 -0.289 -7.628  0.2143
H 6.457 -1.188 -6.639  0.1709
H 3.539 0.352 -7.646  0.2102
H 4.166 -0.891 -6.372  0.1093
H 3.703 1.482 -5.034  0.2325
H 4.483 2.219 -6.571  0.1342
H 5.817 3.057 -4.416  0.2051
H 6.837 1.799 -3.738  0.2231

---

Here is a molecular structure, C22H23N6O2Pb from OMol25. Energies are from wB97M-V/def2-TZVPD.

Charge: +3
LUMO level (spin up / spin down) (eV): -12.742 / -12.603
HOMO-LUMO gap (spin up / spin down) (eV): 4.491 / 4.627

Last column: natural (NBO) charge in e.
Atoms and positions in Å:
Pb 11.726 10.237 6.432  1.6275
C 15.728 9.209 4.197  -0.0975
C 16.788 10.008 4.703  -0.1576
C 16.488 10.978 5.630  -0.0644
C 15.139 11.204 6.059  0.3737
N 14.129 10.449 5.535  -0.5583
C 14.440 9.506 4.621  0.1123
N 14.985 12.208 6.924  -0.3696
C 13.861 12.737 7.290  0.5224
N 12.543 12.402 6.921  -0.7302
C 11.707 13.432 7.293  0.5036
N 10.451 13.637 6.956  -0.3800
C 9.770 12.962 6.022  0.3757
C 8.525 13.557 5.635  -0.0593
C 7.750 13.018 4.615  -0.1583
C 8.207 11.859 3.968  -0.1227
C 9.421 11.304 4.375  0.1476
N 10.162 11.791 5.398  -0.6032
C 12.480 14.437 8.037  -0.0487
C 12.145 15.715 8.440  -0.1184
C 13.184 16.558 8.835  -0.1127
C 14.508 16.105 8.868  -0.1548
C 14.841 14.824 8.460  -0.0664
C 13.810 13.982 8.037  -0.1240
H 15.899 8.389 3.514  0.2741
H 17.808 9.826 4.353  0.2829
H 17.203 11.629 6.100  0.2704
H 13.587 8.944 4.206  0.2342
H 8.184 14.412 6.215  0.2733
H 6.789 13.474 4.304  0.2849
H 7.597 11.347 3.221  0.2736
H 9.841 10.432 3.857  0.2346
H 11.106 16.065 8.446  0.2615
H 12.938 17.534 9.238  0.2635
H 15.323 16.723 9.218  0.2640
H 15.857 14.459 8.411  0.2537
C 13.253 6.576 6.674  -0.2547
O 12.213 7.349 6.059  -0.7781
H 13.873 6.079 5.913  0.1988
H 12.819 5.852 7.340  0.2080
H 13.902 7.263 7.254  0.1622
H 11.321 7.079 6.399  0.5018
C 7.300 7.361 5.020  -0.4231
N 7.581 7.454 6.468  -0.3565
C 6.767 6.641 7.378  -0.4228
C 8.618 8.140 6.923  0.5284
O 9.451 8.776 6.196  -0.7975
H 6.691 6.483 4.826  0.2428
H 8.260 7.324 4.508  0.2218
H 6.763 8.244 4.646  0.2135
H 5.800 6.414 6.907  0.2432
H 6.587 7.192 8.300  0.2257
H 7.294 5.724 7.652  0.2260
H 8.672 8.120 8.025  0.1532

---

Here is a single C4H5N3 molecule from OMol25. Energies are from wB97M-V/def2-TZVPD.

Energy relative to the best compared isomer or geometry (same formula, charge and spin) (kcal/mol): 97.1
LUMO level (eV): 0.513
HOMO-LUMO gap (eV): 8.641

Last column: natural (NBO) charge in e.
Atoms and positions in Å:
N -1.890 -0.340 2.049  -0.3045
C -1.532 -0.035 0.992  0.2492
C -0.972 0.301 -0.332  -0.3428
C 1.360 1.406 0.362  -0.0704
N 1.696 0.219 0.010  -0.4013
C 1.195 -0.765 -0.611  0.1983
N -0.184 -0.787 -0.881  -0.5973
H -1.744 0.643 -1.021  0.2499
H -0.298 1.191 -0.248  0.2661
H 1.181 1.469 1.451  0.1545
H 1.784 -1.595 -0.986  0.2028
H -0.595 -1.708 -0.786  0.3955

---

Here is 2 unconnected molecules or ions with the total composition C3H10N2O from OMol25. Energies are from wB97M-V/def2-TZVPD.

Energy relative to the best compared isomer or geometry (same formula, charge and spin) (kcal/mol): 57.4
LUMO level (eV): 0.801
Structure (SMILES): NC=O.CNC
HOMO-LUMO gap (eV): 9.988

Last column: natural (NBO) charge in e.
Atoms and positions in Å:
N 0.037 2.189 2.079  -0.8456
C 1.015 2.467 1.126  0.5427
O 2.189 2.327 1.282  -0.5848
H -0.849 1.705 1.745  0.4039
H 0.523 1.814 2.838  0.3814
H 0.598 2.692 0.158  0.1005
C -0.055 -0.684 -1.992  -0.4546
N -0.034 -0.806 -0.485  -0.6379
C -0.839 -1.958 0.138  -0.4253
H -1.107 -0.372 -2.089  0.2064
H 0.012 -1.613 -2.561  0.1653
H 0.965 -0.273 -2.506  0.2225
H 0.962 -0.931 -0.323  0.3483
H -0.640 -2.945 -0.235  0.1872
H -0.946 -1.725 1.124  0.2047
H -1.831 -1.887 -0.300  0.1852

---

Here is a single C9H12ClNO2 molecule from OMol25. Energies are from wB97M-V/def2-TZVPD.

Energy relative to the best compared isomer or geometry (same formula, charge and spin) (kcal/mol): 41.2
LUMO level (eV): 0.262
Structure (SMILES): C[C@@H]1N=CC2=C(CO[C@@H]2C)[C@]1(O)Cl
HOMO-LUMO gap (eV): 9.327

Last column: natural (NBO) charge in e.
Atoms and positions in Å:
C 3.015 -1.452 0.148  -0.5969
C 1.589 -0.891 0.109  -0.1337
N 0.816 -1.611 -0.895  -0.3751
C -0.358 -1.259 -1.194  0.0921
C -0.913 -0.030 -0.713  -0.1331
C -0.178 0.945 -0.148  0.0458
C -1.063 2.102 0.156  -0.1062
O -2.354 1.742 -0.396  -0.5039
C -2.291 0.361 -0.734  0.0725
C -2.937 -0.419 0.411  -0.6193
C 1.469 0.612 0.177  0.3087
O 1.707 1.221 1.365  -0.7074
Cl 2.504 1.532 -1.034  -0.1071
H 3.264 -1.617 -0.847  0.2249
H 3.018 -2.327 0.709  0.2171
H 3.652 -0.688 0.533  0.1989
H 1.097 -1.366 1.147  0.2323
H -0.802 -1.781 -1.983  0.1917
H -1.170 2.194 1.182  0.1902
H -0.643 3.158 -0.241  0.1997
H -2.831 0.083 -1.573  0.1897
H -4.012 -0.491 0.463  0.2168
H -2.592 0.015 1.348  0.2108
H -2.578 -1.446 0.468  0.2028
H 2.591 1.413 1.539  0.4887

---

Here is 2 unconnected molecules or ions with the total composition C4H8O3 from OMol25. Energies are from wB97M-V/def2-TZVPD.

Energy relative to the best compared isomer or geometry (same formula, charge and spin) (kcal/mol): 96.0
LUMO level (eV): 0.318
HOMO-LUMO gap (eV): 9.464

Last column: natural (NBO) charge in e.
Atoms and positions in Å:
O -1.923 1.702 -1.228  -0.6582
C -1.120 0.696 -0.825  0.1002
C -1.017 -0.853 0.715  -0.5591
C 0.312 -0.973 0.177  0.4617
O 0.520 -1.252 -1.010  -0.6265
C 1.491 -0.350 0.922  -0.1533
O 1.979 0.706 0.110  -0.7185
H -1.439 2.542 -1.202  0.4892
H -0.115 1.025 -0.595  0.1859
H -1.325 -0.201 -1.377  0.2028
H -1.748 -1.565 0.329  0.2180
H -1.065 -0.760 1.806  0.2109
H 1.211 0.072 1.890  0.1830
H 2.267 -1.114 1.074  0.1825
H 1.972 0.325 -0.784  0.4814

---

DFT total energy? In order: -830.03962 -319.34936 -803.52393 -2051.80948 -113.10000 -1049.58400 -1527.02632 -1522.97265 -319.55752 -304.98324 -1015.46829 -382.81181 hartree.